{
  "formula": "C8H24Br8NO2P2S",
  "method": "ωB97M-V with the def2-TZVPD basis set",
  "symbols": ["N", "P", "O", "O", "P", "S", "H", "H", "H", "H", "H", "H", "H", "H", "Br", "C", "C", "Br", "H", "H", "H", "H", "Br", "C", "C", "Br", "H", "H", "H", "H", "Br", "C", "C", "Br", "H", "H", "H", "H", "Br", "C", "C", "Br", "H", "H", "H", "H"],
  "coordinates": [[7.16173, -4.64167, -0.38875], [5.67503, -4.08313, -0.71542], [4.98939, -3.63475, 0.84711], [4.68569, -5.36291, -1.36220], [5.61277, -2.44668, -2.18335], [5.88652, -0.94871, -0.67535], [7.23773, -5.66584, -0.66169], [4.24836, -4.31959, 1.02662], [4.96238, -5.57516, -2.30249], [4.16556, -2.27788, -2.02026], [5.61016, -1.42754, -3.21390], [7.05945, -2.57395, -2.33688], [5.39090, -3.47915, -3.20425], [6.78405, -1.37891, 0.34008], [2.09125, -2.84363, -1.59391], [0.78291, -3.54850, -2.85676], [0.65138, -2.65180, -4.06552], [-0.40415, -1.06377, -3.65493], [-0.15413, -3.67709, -2.30742], [1.16725, -4.53094, -3.14543], [0.10267, -3.15878, -4.86430], [1.61232, -2.30442, -4.45518], [-1.79724, 2.52486, -2.56364], [-1.29960, 2.33020, -0.68804], [0.17821, 2.57097, -0.48653], [1.22913, 1.03186, -1.06206], [-1.62423, 1.33430, -0.37318], [-1.88887, 3.08388, -0.15800], [0.40839, 2.69072, 0.57594], [0.55567, 3.43840, -1.03516], [-3.34338, -0.20577, 1.14037], [-4.19960, 1.07068, 2.34078], [-5.31544, 1.81327, 1.64370], [-4.61231, 3.19585, 0.46106], [-3.41274, 1.72767, 2.72229], [-4.59321, 0.46706, 3.16354], [-5.93511, 2.34819, 2.36898], [-5.95344, 1.16661, 1.03486], [-4.50456, 4.41881, 6.23401], [-4.69998, 5.03355, 4.39355], [-6.12109, 5.45877, 4.10699], [-7.28305, 3.91275, 3.85354], [-4.35046, 4.22324, 3.74735], [-4.01762, 5.88360, 4.30392], [-6.17585, 6.01254, 3.16545], [-6.56284, 6.06279, 4.90443]],
  "atomic_forces_ev_per_a": [[-1.765, -1.014, -1.125], [1.764, -2.639, 2.382], [-1.852, -2.612, -1.975], [0.703, 0.690, -0.257], [0.086, 0.458, -2.380], [0.985, 1.599, 2.500], [-0.118, 1.691, 0.529], [1.701, 1.599, -0.306], [-0.311, 0.785, 1.724], [1.401, -0.070, 0.211], [0.000, 0.264, -0.076], [-0.359, -0.284, 0.218], [-0.136, -0.298, -0.074], [-1.008, 0.102, -1.465], [-1.039, -0.215, -0.083], [0.080, -0.148, 0.335], [-0.235, -0.065, -0.166], [0.053, -0.054, -0.105], [0.114, 0.078, -0.310], [-0.048, 0.181, -0.027], [0.097, 0.034, 0.152], [-0.178, -0.110, 0.232], [-0.035, -0.090, 0.063], [-0.002, 0.252, 0.063], [0.291, -0.264, 0.062], [-0.036, 0.231, 0.086], [0.208, 0.318, -0.130], [0.178, -0.167, -0.108], [-0.144, 0.003, -0.149], [-0.208, -0.188, 0.109], [-0.024, 0.039, 0.131], [-0.025, -0.292, -0.002], [-0.091, 0.152, 0.145], [-0.204, -0.041, 0.058], [-0.236, -0.097, -0.134], [0.005, 0.160, -0.142], [0.238, -0.204, -0.199], [0.273, 0.086, 0.133], [-0.002, -0.060, -0.125], [0.177, 0.130, 0.161], [-0.062, 0.056, -0.279], [-0.152, 0.243, 0.254], [-0.181, 0.235, 0.099], [-0.180, -0.130, -0.033], [0.083, -0.130, 0.149], [0.193, -0.213, -0.141]],
  "multiplicity": 1,
  "orbital_gap_ev": 5.39,
  "total_charge": -1,
  "homo_energy_ev": -3.981,
  "largest_force_ev_per_a": 3.97,
  "e_lumo_ev": 1.41
}

---

{
  "formula": "C8H24FO4S4Sn",
  "method": "ωB97M-V with the def2-TZVPD basis set",
  "symbols": ["Sn", "F", "C", "S", "O", "C", "H", "H", "H", "H", "H", "H", "C", "S", "O", "C", "H", "H", "H", "H", "H", "H", "C", "S", "O", "C", "H", "H", "H", "H", "H", "H", "C", "S", "O", "C", "H", "H", "H", "H", "H", "H"],
  "coordinates": [[-26.80325, 12.00387, -13.91583], [-27.95474, 16.36115, -11.64610], [-28.32260, 6.48732, -8.87229], [-28.13690, 8.07427, -7.98217], [-28.60929, 9.25758, -8.81409], [-29.34227, 7.92927, -6.53631], [-29.33315, 6.43600, -9.27755], [-28.15974, 5.65471, -8.18794], [-27.61248, 6.57464, -9.69461], [-30.28368, 8.37094, -6.86306], [-29.00672, 8.65041, -5.79100], [-29.65365, 6.97091, -6.12074], [-21.95028, 10.33616, -20.99229], [-23.69884, 10.48895, -20.23996], [-23.57427, 11.70485, -19.31050], [-24.74425, 10.61738, -21.74492], [-21.18595, 10.01463, -20.28483], [-21.63914, 11.30207, -21.39018], [-21.92426, 9.58680, -21.78340], [-24.38041, 11.23938, -22.56274], [-25.78907, 10.78495, -21.48341], [-24.71561, 9.68217, -22.30407], [-20.39581, 6.83519, -10.19926], [-21.29386, 7.37248, -11.73017], [-22.28896, 8.48564, -11.39076], [-19.95052, 8.33185, -12.63373], [-21.16151, 6.64838, -9.44633], [-19.75491, 7.61075, -9.77994], [-19.69743, 6.01460, -10.36362], [-20.27904, 8.88297, -13.51489], [-19.13177, 7.64947, -12.86206], [-19.52961, 8.98781, -11.87174], [-29.26121, 17.30497, -20.51557], [-29.26242, 17.13301, -18.69780], [-28.81897, 15.74274, -18.35235], [-27.83458, 18.24726, -18.23689], [-29.87437, 16.54938, -21.00670], [-28.21783, 17.17884, -20.80456], [-29.55291, 18.33627, -20.71414], [-27.91475, 18.40034, -17.16067], [-27.93412, 19.19022, -18.77448], [-26.88776, 17.84095, -18.59262]],
  "atomic_forces_ev_per_a": [[-0.131, 0.619, 0.330], [0.172, -0.607, -0.329], [-1.022, 0.991, 0.007], [-0.036, 0.769, 0.948], [0.080, -1.610, 0.439], [-0.636, 0.747, -0.967], [-0.028, -0.100, -0.053], [0.307, 0.143, -0.101], [0.083, -0.331, 0.198], [-0.006, 0.055, -0.556], [0.437, -0.422, 0.096], [0.858, -0.221, -0.111], [-0.882, 0.073, -0.418], [1.922, -0.007, 1.206], [-0.761, -1.120, -1.830], [0.635, 0.236, -0.872], [-0.616, 0.111, 0.576], [-0.294, 0.066, 0.013], [-0.366, 0.056, -0.129], [-0.085, 0.977, 0.542], [0.259, 0.321, 0.183], [0.139, -0.726, 0.806], [0.380, 1.098, -0.125], [-0.312, 1.715, -0.517], [1.042, -1.387, 0.074], [0.477, -0.956, 1.508], [-0.041, -0.378, -0.282], [-0.208, 0.488, -0.207], [-0.580, -0.368, -0.314], [-0.409, -0.341, 0.271], [-0.138, -0.186, -0.350], [-0.275, 0.365, -0.115], [1.182, 0.271, 0.670], [0.266, -0.028, 0.496], [-0.007, 0.286, -0.233], [-0.775, -0.174, -1.124], [-0.152, 0.200, 0.356], [-0.020, -0.089, -0.298], [-0.253, -0.143, -0.201], [0.216, -0.124, -0.171], [-0.340, 0.178, 0.212], [-0.083, -0.450, 0.373]],
  "multiplicity": 1,
  "orbital_gap_ev": 1.78,
  "total_charge": 1,
  "relative_energy_kcal_mol": 229.3,
  "homo_energy_ev": -10.565,
  "largest_force_ev_per_a": 2.28,
  "e_lumo_ev": -8.79
}

---

{
  "formula": "C8H24LiO4S4",
  "method": "ωB97M-V with the def2-TZVPD basis set",
  "symbols": ["Li", "C", "S", "O", "C", "H", "H", "H", "H", "H", "H", "C", "S", "O", "C", "H", "H", "H", "H", "H", "H", "C", "S", "O", "C", "H", "H", "H", "H", "H", "H", "C", "S", "O", "C", "H", "H", "H", "H", "H", "H"],
  "coordinates": [[23.41300, 37.98500, 15.91500], [25.65500, 40.90600, 18.54400], [25.30600, 39.19900, 18.25900], [24.15100, 39.20800, 17.34700], [26.53500, 38.91300, 17.08000], [24.78500, 41.63000, 18.66200], [26.28000, 41.41900, 17.91100], [26.27700, 41.01900, 19.66900], [26.62000, 39.57500, 16.37300], [26.44000, 37.97800, 16.65900], [27.43400, 38.86600, 17.59500], [25.78400, 40.46700, 13.91100], [25.49600, 38.75200, 13.37900], [24.33800, 38.28100, 14.33200], [24.59200, 39.17500, 11.88600], [26.84900, 40.50300, 13.74700], [25.59500, 40.82500, 14.91000], [25.11200, 41.24600, 13.08100], [24.36900, 38.16800, 11.42500], [25.25000, 40.14200, 11.33000], [23.55200, 39.48200, 12.16500], [19.41100, 39.70200, 15.08400], [21.03300, 39.59600, 14.40800], [21.71400, 38.54600, 15.29400], [20.75100, 38.69700, 12.85100], [18.64300, 39.91700, 14.31700], [19.47700, 40.51400, 15.81600], [19.07700, 38.66500, 15.50500], [21.64100, 38.61800, 12.27100], [20.09900, 39.51700, 12.28700], [20.30100, 37.68700, 12.93800], [24.14200, 33.80700, 15.76500], [24.43700, 34.86800, 17.09400], [23.76300, 36.11500, 16.68200], [23.27200, 34.07700, 18.09800], [24.57700, 32.86700, 15.91100], [24.77000, 34.34100, 14.96800], [23.10100, 33.59700, 15.52500], [22.11000, 33.73100, 17.68900], [23.24800, 34.57200, 18.92300], [23.72400, 33.03300, 18.46900]],
  "atomic_forces_ev_per_a": [[0.005, -0.051, 0.400], [0.216, 1.837, 5.812], [-0.448, 0.333, -0.218], [-2.326, -0.171, -0.582], [0.933, -2.310, 3.652], [0.501, -1.682, -0.024], [1.645, 0.553, -2.077], [-1.854, -0.526, -3.147], [-0.059, 4.002, -3.696], [-0.783, -2.235, -0.795], [2.159, 0.034, 1.000], [-1.283, 2.200, -3.486], [-3.517, 0.369, 2.751], [2.329, 0.134, -1.994], [0.518, 1.272, -1.269], [0.480, 0.941, -0.332], [-0.559, -0.741, 0.367], [2.367, -2.277, 2.780], [0.975, 1.282, -0.497], [-2.152, -3.526, 1.043], [1.186, 0.451, 0.212], [-1.777, -1.602, 0.098], [1.622, -2.549, 0.197], [-0.668, 1.184, -0.384], [-2.396, 2.205, -0.661], [0.556, 0.341, 0.253], [-0.348, -0.456, 0.066], [0.986, 1.940, -0.387], [0.885, 0.022, -0.019], [0.917, -2.121, 0.784], [-0.059, 0.866, 0.258], [1.442, 0.900, -2.756], [-0.958, -0.368, 0.016], [-0.007, 1.679, -0.251], [-2.122, -7.269, -2.919], [1.010, -1.453, 0.425], [-1.358, -1.043, 0.411], [-0.043, 0.813, -0.064], [3.556, 1.610, 0.778], [-0.880, 3.352, 5.290], [-0.695, 2.061, -1.036]],
  "multiplicity": 1,
  "orbital_gap_ev": 10.04,
  "total_charge": 1,
  "relative_energy_kcal_mol": 38.2,
  "homo_energy_ev": -11.959,
  "largest_force_ev_per_a": 8.12,
  "e_lumo_ev": -1.91
}

---

{
  "formula": "C8H24LiO4S4",
  "method": "ωB97M-V with the def2-TZVPD basis set",
  "symbols": ["Li", "C", "S", "O", "C", "H", "H", "H", "H", "H", "H", "C", "S", "O", "C", "H", "H", "H", "H", "H", "H", "C", "S", "O", "C", "H", "H", "H", "H", "H", "H", "C", "S", "O", "C", "H", "H", "H", "H", "H", "H"],
  "coordinates": [[-0.89978, -0.06256, 0.56780], [3.82522, 1.91944, -0.01720], [3.09522, 0.25644, -0.21020], [1.55022, 0.52244, -0.04820], [3.39222, 0.33944, -1.99020], [3.59422, 2.19344, 0.97480], [3.62522, 2.79744, -0.76220], [4.96422, 1.90344, -0.32620], [3.25522, -0.91556, -2.08520], [4.32522, 0.64644, -2.15820], [2.71422, 1.00544, -2.50720], [-1.73478, 0.98644, 4.48980], [-0.96978, -0.56656, 3.99080], [-0.74178, -0.50756, 2.48080], [0.60622, -0.22656, 4.69380], [-2.09878, 0.86244, 5.52980], [-2.72378, 0.94744, 3.88880], [-1.09278, 1.81044, 4.29880], [0.74322, -0.17156, 5.88080], [1.08522, 0.74044, 4.43780], [1.23322, -1.16856, 4.40580], [-1.79678, 0.90044, -2.38920], [-2.75978, 1.60644, -1.03620], [-2.11678, 1.22244, 0.28480], [-2.27378, 3.40144, -1.19320], [-2.14178, 0.87544, -3.32120], [-1.94178, -0.21356, -2.15720], [-0.71878, 1.14344, -2.52520], [-1.73878, 3.65744, -2.15720], [-1.51078, 3.56944, -0.41920], [-3.28378, 3.97744, -0.73920], [-0.41178, -2.49356, -2.97220], [-0.10878, -2.85256, -1.25520], [-1.15178, -1.95656, -0.48220], [-0.92378, -4.49356, -1.27120], [0.08522, -3.17056, -3.56620], [-0.11678, -1.48256, -3.24920], [-1.57278, -2.48056, -3.10720], [-0.52178, -5.15856, -1.99020], [-1.84278, -4.30756, -1.54920], [-0.89978, -5.05656, -0.43920]],
  "atomic_forces_ev_per_a": [[0.654, -0.885, 0.486], [2.568, 1.134, -2.385], [-2.943, 3.518, -0.736], [2.548, -0.983, -0.191], [-3.704, -5.804, 1.253], [0.316, 0.696, 1.126], [-1.074, -1.920, 1.127], [-1.800, -0.623, 1.599], [0.349, 3.626, -1.269], [3.945, 0.674, -0.689], [-0.609, -0.378, 0.125], [-3.059, -1.835, -0.527], [-0.080, 0.619, -1.038], [-0.178, 0.117, 1.349], [3.089, -1.317, 2.576], [0.681, 0.262, -0.368], [1.703, 0.655, 0.664], [0.266, 0.778, -0.167], [-1.214, -0.509, -2.359], [-0.439, -0.699, -0.753], [-0.758, 1.993, 0.290], [2.114, -2.616, 3.662], [0.774, 1.591, -0.254], [-0.351, 0.007, -1.019], [-1.652, 0.650, 1.344], [-2.464, 1.009, -3.779], [0.783, 1.282, 0.143], [-0.601, 0.030, 0.977], [-1.564, -0.046, 0.794], [-0.244, -0.398, -0.049], [2.870, -1.099, -2.043], [-3.412, 1.843, 0.777], [-1.924, 0.853, 1.816], [1.867, -1.051, -1.256], [3.970, 1.274, -1.444], [0.916, -1.686, -1.457], [0.396, -0.004, 0.412], [2.043, -0.463, 0.099], [0.904, -0.274, -1.188], [-4.970, 1.075, -1.227], [0.283, -1.095, 3.580]],
  "multiplicity": 1,
  "orbital_gap_ev": 10.03,
  "total_charge": 1,
  "relative_energy_kcal_mol": 20.6,
  "homo_energy_ev": -11.940,
  "largest_force_ev_per_a": 7.00,
  "e_lumo_ev": -1.91
}

---

{
  "formula": "C8H24N2O5V",
  "method": "ωB97M-V with the def2-TZVPD basis set",
  "symbols": ["O", "V", "O", "H", "O", "H", "C", "C", "C", "O", "C", "N", "H", "H", "H", "H", "H", "H", "H", "H", "H", "H", "H", "C", "C", "C", "O", "C", "N", "H", "H", "H", "H", "H", "H", "H", "H", "H", "H", "H"],
  "coordinates": [[0.19828, 1.60484, -0.85030], [-0.40142, 2.87362, -0.12867], [1.23841, 4.30736, -0.33906], [2.16736, 4.58337, -0.46316], [-1.19478, 4.60966, 0.74388], [-2.13758, 4.85882, 0.80368], [0.02168, 1.51543, 3.99950], [-0.40549, 1.43172, 2.49176], [-1.82359, 1.89369, 2.15111], [-2.00529, 1.70999, 0.74274], [-2.41274, 0.45190, 0.33181], [0.55229, 2.23271, 1.75865], [0.83419, 0.81421, 4.18980], [-0.80733, 1.12867, 4.59216], [0.25447, 2.52406, 4.34091], [-0.36387, 0.37695, 2.22005], [-2.03249, 2.91735, 2.46187], [-2.62559, 1.40046, 2.70032], [-2.22648, 0.38236, -0.73990], [-3.47975, 0.29738, 0.49221], [-1.82508, -0.33311, 0.80773], [1.39228, 1.68478, 1.87817], [0.84888, 2.95880, 2.39500], [2.28706, -1.74044, -1.17066], [0.74357, -2.00673, -1.34226], [0.41606, -3.18479, -2.31830], [0.93123, -2.73731, -3.56443], [0.83689, -3.69254, -4.58401], [0.19201, -2.20693, -0.01246], [2.41782, -1.02610, -0.35780], [2.60005, -1.39937, -2.15747], [2.84368, -2.65487, -0.96548], [0.38145, -1.04531, -1.70646], [-0.66846, -3.23429, -2.22101], [0.91001, -4.12063, -2.05694], [1.44146, -4.57083, -4.35770], [1.21309, -3.18223, -5.47066], [-0.22764, -3.90701, -4.67815], [-0.76034, -2.54136, -0.04843], [0.67555, -2.97418, 0.43208]],
  "atomic_forces_ev_per_a": [[-0.617, 1.222, -0.406], [0.489, 0.443, 2.883], [-0.073, -0.730, -0.545], [-0.208, 0.307, 0.188], [0.080, -2.168, -1.291], [0.794, -0.040, -0.112], [-1.379, -0.894, -0.580], [-1.069, -0.236, 2.335], [-0.296, -0.014, 1.309], [0.820, 2.758, 0.131], [-0.303, -1.754, -0.968], [0.482, 0.196, -0.643], [0.246, 0.294, -0.091], [-0.012, 0.144, 0.244], [0.013, -0.009, -0.118], [0.396, 0.075, -0.392], [0.507, 0.368, -0.750], [0.255, -0.834, -0.125], [-0.007, 0.010, 0.055], [0.005, 0.135, 0.241], [-0.033, -0.056, 0.067], [0.620, -0.488, -1.371], [-0.639, 1.175, -0.143], [-1.443, -0.629, -0.819], [1.846, -0.467, 0.554], [1.108, 2.439, 0.349], [-0.294, 0.180, 0.901], [-0.307, 0.598, -0.093], [-0.329, -0.159, 0.516], [0.202, 0.122, -0.270], [0.418, 0.340, 0.310], [-0.069, -0.091, 0.202], [-0.498, -0.281, -0.438], [-0.355, -0.596, -0.806], [-0.126, -0.141, 0.403], [-0.098, -0.234, -0.082], [-0.088, -0.353, -0.140], [0.020, -0.606, -0.516], [-0.394, 0.065, -0.195], [0.335, -0.092, 0.208]],
  "multiplicity": 3,
  "orbital_gap_ev": [7.44, 4.50],
  "total_charge": 1,
  "homo_energy_ev": [-11.834, -11.834],
  "largest_force_ev_per_a": 2.96,
  "e_lumo_ev": [-4.39, -7.34]
}